Here is a molecular structure, C21H35NOP2SeW at a distorted geometry from the Open Molecules 2025 dataset. Energies are from ωB97M-V with the def2-TZVPD basis set.

Positions of all 62 atoms, in Å:
W -0.0756 -1.0405 -0.1388
P -1.1421 -2.4291 1.3672
P 1.3164 0.9187 -1.6705
N -0.0026 -2.0579 -1.6195
H -1.4210 0.1932 -0.3208
C -2.9587 -2.4453 1.5851
H -3.2762 -3.2630 2.2480
H -3.4499 -2.5805 0.6152
H -3.3051 -1.5002 2.0151
C -0.5001 -2.4847 3.0660
H -1.0433 -3.2346 3.6576
H -0.5933 -1.5111 3.5544
H 0.5588 -2.7587 3.0443
C -0.8367 -4.1393 0.7829
H -1.2705 -4.8705 1.4828
H 0.2397 -4.3344 0.7099
H -1.2801 -4.3056 -0.2069
C 0.2062 2.1768 -2.4312
H 0.8280 2.8876 -2.9900
H -0.3744 2.8603 -1.7441
H -0.5787 1.7084 -3.0418
C 2.4746 1.8393 -0.6617
H 2.9060 2.6071 -1.3148
H 3.2415 1.1750 -0.2604
H 2.0590 2.3421 0.2142
C 2.1728 0.0774 -3.0166
H 2.6548 0.9216 -3.5190
H 1.4118 -0.4273 -3.6137
H 2.8676 -0.6061 -2.5299
C 0.0953 -3.0566 -2.5596
C -0.8414 -4.2982 -4.3631
C -1.0027 -3.3050 -3.4148
C 1.3097 -3.7799 -2.6095
C 1.4202 -4.7612 -3.5790
C 0.3538 -5.0187 -4.4484
H -1.6618 -4.4983 -5.0317
H -1.9002 -2.7032 -3.2929
H 2.1032 -3.5361 -1.8993
H 2.3413 -5.3158 -3.6453
H 0.4575 -5.7963 -5.2062
C -0.2913 1.1638 2.4527
O 0.5010 0.3433 1.9025
C -1.7723 1.0396 2.4647
H -2.2408 1.9451 2.8515
H -2.0385 0.2028 3.1038
H -2.2124 0.8535 1.4805
C 0.4848 2.1236 3.2711
H 0.1861 3.1278 3.0762
H 1.5322 2.0315 3.0794
H 0.2146 1.9209 4.2936
Se -0.5903 1.6547 -0.0499
C -0.1149 3.7119 0.6449
C 1.0608 4.3607 0.3735
C 1.4476 5.3494 1.2439
C 0.5632 5.7327 2.2924
C -0.7176 5.1633 2.3596
C -1.0734 4.1141 1.5498
H 1.7260 4.1410 -0.4895
H 2.3830 5.8138 1.1246
H 0.9163 6.4352 3.0299
H -1.4016 5.5022 3.1170
H -2.0659 3.6197 1.6145

* ⟨S²⟩: 2.025
* total charge: 0
* highest occupied orbital energy (spin up / spin down): -5.342 / -6.067 eV
* orbital gap (spin up / spin down): 0.2050 / 0.1963 Eh
* energy: -4102.10456 Eh
* ΔE to the lowest compared entry with this formula, charge and spin: 202.4 kJ/mol
* spin multiplicity: 3